Record 1
The following is a DFT calculation (ωB97M-V/def2-TZVPD) of a structure of composition C28H44N5ORuSSe.

Structure (XYZ):
```
81
C28H44N5ORuSSe, DFT ωB97M-V/def2-TZVPD
Ru 1.57321 0.24906 0.49816
C 1.73516 1.48352 -3.61538
C 1.42256 1.21081 -2.18277
N 2.24300 0.56746 -1.37026
C 3.46739 -0.09850 -1.77185
C 3.26212 -1.61513 -1.56985
N 2.54594 -1.91819 -0.31549
C 3.31549 -2.48455 0.80031
C 3.96667 -1.39566 1.64549
N 2.97167 -0.39233 2.06922
C 2.15624 -0.71035 3.28308
C 0.65716 -0.91810 2.98385
N 0.25631 -0.01874 1.91454
C -0.92891 0.56738 1.75129
C -2.02096 0.48269 2.76001
C -1.06890 1.24251 0.48353
C -2.15318 1.92738 -0.04592
C -2.05911 2.45440 -1.33133
C -0.91064 2.27592 -2.11116
C 0.16220 1.58653 -1.57475
N 0.05277 1.13070 -0.29363
H 2.73570 1.90121 -3.72687
H 1.02328 2.18388 -4.04213
H 1.69014 0.55888 -4.19566
H 4.27786 0.25618 -1.13204
H 3.74956 0.09369 -2.80720
H 4.22916 -2.12143 -1.60505
H 2.65512 -1.97867 -2.39882
H 1.77719 -2.54500 -0.52175
H 4.08976 -3.17223 0.44941
H 2.61824 -3.04730 1.42381
H 4.72887 -0.87946 1.05992
H 4.45858 -1.84994 2.50844
H 3.45644 0.47999 2.25468
H 2.25353 0.12362 3.97642
H 2.54515 -1.60397 3.77266
H 0.08860 -0.76424 3.90248
H 0.47394 -1.94521 2.65042
H -2.50823 -0.49470 2.71004
H -2.77345 1.24961 2.59612
H -1.62672 0.60290 3.76916
H -3.06402 2.05123 0.52397
H -2.90060 2.98934 -1.74935
H -0.87861 2.66463 -3.11937
C -6.09984 -4.68211 -2.77856
C -4.83162 -4.05318 -2.30245
C -4.08051 -4.62125 -1.27173
C -2.90553 -4.05385 -0.82657
C -2.13847 -4.72628 0.27515
C -2.44789 -2.84953 -1.43959
Se -0.85713 -2.07880 -0.83565
C -3.20001 -2.26128 -2.49477
C -2.78393 -0.99399 -3.18285
C -4.36896 -2.87498 -2.89250
H -6.30281 -5.62184 -2.27076
H -6.05392 -4.86557 -3.85340
H -6.94262 -4.00738 -2.61371
H -4.42794 -5.53925 -0.81322
H -2.66845 -5.60986 0.62608
H -1.99021 -4.05355 1.11942
H -1.15403 -5.03495 -0.07721
H -1.71950 -0.80562 -3.07358
H -3.32174 -0.14230 -2.75919
H -3.02625 -1.03952 -4.24468
H -4.94634 -2.43398 -3.69780
C 1.45958 3.71816 4.37871
C 1.55122 4.54082 3.10472
S 1.11840 3.50954 1.66704
O 2.08278 2.33786 1.70351
C 1.74263 4.58371 0.33632
C 0.75085 5.67833 -0.02700
H 1.58212 4.36795 5.24335
H 2.24540 2.96472 4.40766
H 0.49168 3.21964 4.46262
H 2.55105 4.94636 2.95244
H 0.82174 5.35353 3.09857
H 1.90106 3.89168 -0.49304
H 2.70790 4.97814 0.65214
H -0.22688 5.25740 -0.26632
H 1.10968 6.22124 -0.90052
H 0.63286 6.40017 0.78097
```

Properties
HOMO-LUMO gap (alpha / beta) = 5.37 / 5.95 eV
electronic energy = -117996.9775 eV
energy relative to the best compared isomer or geometry (same formula, charge and spin) = 0.0 kcal/mol
net charge = +2
expectation value of S² = 8.795
LUMO level (alpha / beta) = -0.2277 / -0.2591 Ha
multiplicity = 6

=====

Record 2
The following is a DFT calculation (ωB97M-V/def2-TZVPD) of a structure of composition C28H45BaBrN2OP2.

Structure (XYZ):
```
80
C28H45BaBrN2OP2, DFT ωB97M-V/def2-TZVPD
C 4.63345 -3.83317 5.86195
C 4.79629 -2.73585 4.99569
C 6.12328 -2.37078 4.68902
C 7.19448 -3.17235 5.12994
N 6.98335 -4.21166 5.92594
C 5.75949 -4.57460 6.27701
C 3.68009 -2.22249 4.18319
C 3.08864 -2.43641 3.10972
C 2.75715 -2.39997 1.73018
C 1.81659 -3.25604 1.10906
C 1.38908 -3.01166 -0.19530
C 1.91513 -1.93901 -0.94776
C 2.86475 -1.10406 -0.32343
C 3.31060 -1.34612 0.96702
Ba 1.73785 -0.14801 3.35873
P 1.49287 -1.64516 -2.69676
H 6.32619 -1.55906 3.99319
H 3.63946 -4.19001 6.11133
H 8.21369 -2.94154 4.80416
H 5.63059 -5.47477 6.88827
H 4.10619 -0.71881 1.39997
H 1.40097 -4.11254 1.65974
H 3.30208 -0.30575 -0.91269
H 0.65196 -3.68225 -0.66586
C 0.29687 -0.30541 -2.84333
C 0.39797 0.45971 -4.16975
H 0.46990 0.36532 -1.97211
H -0.72047 -0.69160 -2.63892
H -0.35802 1.26036 -4.19794
H 1.39978 0.91589 -4.27741
H 0.23932 -0.16561 -5.06608
C 3.02852 -1.52711 -3.62064
C 4.02316 -2.62888 -3.20974
H 3.40539 -0.52160 -3.36358
H 2.83303 -1.51789 -4.70550
H 4.94131 -2.48052 -3.79504
H 4.27294 -2.54594 -2.13978
H 3.67317 -3.65459 -3.40729
C 0.60875 -3.13503 -3.13104
C 0.33350 -3.19004 -4.62083
H -0.30557 -3.08229 -2.51947
H 1.19743 -3.98624 -2.76185
H -0.14245 -4.14732 -4.84261
H -0.33471 -2.38345 -4.93879
H 1.25391 -3.11892 -5.20910
Br 0.80199 0.77144 0.28723
P 4.05324 3.38194 -0.54472
C 3.86071 2.28149 -2.01932
C 4.27591 3.03980 -3.29121
H 2.80774 1.95202 -2.05230
H 4.49552 1.39296 -1.85426
H 4.33279 2.33919 -4.13163
H 3.55803 3.82907 -3.55145
H 5.26156 3.51132 -3.17108
C 2.32389 3.79576 -0.11571
C 2.25279 5.22778 0.41628
H 1.99059 3.04687 0.61837
H 1.69413 3.64974 -1.00633
H 1.21772 5.48975 0.63559
H 2.83951 5.31444 1.33347
H 2.64198 5.94921 -0.30740
C 4.78165 2.30510 0.77800
C 6.30840 2.54915 0.81313
H 4.52899 1.25152 0.56822
H 4.30445 2.59118 1.73339
H 6.73961 2.08433 1.71045
H 6.79508 2.11796 -0.07606
H 6.53417 3.62909 0.83408
C -2.16445 -2.97728 1.24263
N -2.40666 -1.57725 1.60113
C -3.55544 -0.94067 0.93565
C -1.54479 -0.86137 2.32367
O -0.51483 -1.30452 2.91644
H -3.15228 -3.45545 1.15212
H -1.55976 -3.47239 2.01465
H -1.64391 -3.05196 0.26804
H -3.98032 -0.16995 1.58647
H -3.25412 -0.46004 -0.00745
H -4.30460 -1.71038 0.72183
H -1.76064 0.21891 2.36514
```

Properties
HOMO-LUMO gap = 5.00 eV
electronic energy = -124094.1239 eV
energy relative to the best compared isomer or geometry (same formula, charge and spin) = 19.1 kcal/mol
net charge = +2
LUMO level = -0.2538 Ha

=====

Record 3
The following is a DFT calculation (ωB97M-V/def2-TZVPD) of a structure of composition C28H45BrCuN2OP2.

Structure (XYZ):
```
80
C28H45BrCuN2OP2, DFT ωB97M-V/def2-TZVPD
C -1.95899 2.29485 -3.91384
C -1.12421 3.01992 -3.05779
C -1.14193 4.43019 -3.15490
C -1.95548 5.01274 -4.14408
N -2.74425 4.28805 -4.94213
C -2.75708 2.96903 -4.84955
C -0.30762 2.21646 -2.14089
C 0.05399 0.97638 -1.99954
C 0.65236 -0.25256 -2.39154
C 0.67076 -1.36143 -1.52464
C 1.66582 -2.31714 -1.64826
C 2.61463 -2.19574 -2.68258
C 2.36328 -1.29233 -3.72222
C 1.49505 -0.23291 -3.53024
Cu 0.62026 2.03144 -0.58547
P -1.67512 -0.29796 1.91192
H -0.56359 5.07129 -2.48310
H -2.01236 1.22316 -3.83030
H -1.96878 6.09780 -4.27297
H -3.40627 2.41403 -5.52913
H 1.49684 0.66219 -4.17359
H -0.07788 -1.44793 -0.74130
H 2.97420 -1.37444 -4.63299
H 1.80117 -3.08284 -0.89971
C -0.53132 -1.44444 2.84000
C -0.43283 -1.36154 4.36137
H 0.46610 -1.26042 2.39698
H -0.83238 -2.45701 2.51647
H 0.16668 -2.21049 4.71685
H 0.07459 -0.44777 4.69419
H -1.40475 -1.42339 4.86356
C -1.98579 1.10396 3.07155
C -2.94098 2.09286 2.40932
H -1.02127 1.58113 3.29757
H -2.39731 0.71871 4.01057
H -3.06083 2.98193 3.03824
H -2.56514 2.42233 1.43117
H -3.93745 1.65545 2.26090
C -3.26710 -1.22248 2.03341
C -3.77894 -1.52028 3.43308
H -3.09755 -2.14915 1.46646
H -3.99764 -0.62668 1.46803
H -4.76750 -1.98641 3.35512
H -3.13068 -2.22329 3.96605
H -3.89574 -0.61686 4.04196
Br 4.14254 -3.13464 -2.62074
P 2.32232 2.43897 0.70090
C 1.08549 1.94162 2.02173
C 1.93433 1.76329 3.27566
H 0.63821 0.99541 1.67129
H 0.27695 2.69398 2.08770
H 1.35408 1.66371 4.18799
H 2.57386 0.88196 3.20124
H 2.62109 2.60540 3.40425
C 3.14862 0.83966 0.42348
C 4.66314 0.88237 0.24741
H 2.64579 0.47972 -0.48502
H 2.85319 0.20359 1.27515
H 4.99478 -0.15106 0.07138
H 4.97748 1.48718 -0.61717
H 5.17070 1.25510 1.14974
C 2.47158 3.31534 -0.93049
C 3.54781 4.37812 -1.04053
H 1.46887 3.78654 -0.88996
H 2.46853 2.57065 -1.74706
H 3.43521 4.90313 -2.00460
H 3.38760 5.09090 -0.23135
H 4.57477 4.00960 -0.97491
C -2.60515 -5.38910 -0.76460
N -1.15036 -5.30942 -0.67843
C -0.39481 -6.47040 -1.14189
C -0.61604 -4.17489 -0.19100
O -1.29152 -3.18395 0.07611
H -2.84510 -6.30782 -1.32281
H -3.01034 -4.50232 -1.28143
H -3.05694 -5.44271 0.24515
H 0.18916 -6.24798 -2.05644
H 0.30315 -6.84386 -0.37281
H -1.12442 -7.26110 -1.37544
H 0.46850 -4.22540 -0.04650
```

Properties
HOMO-LUMO gap (alpha / beta) = 5.70 / 3.40 eV
electronic energy = -168032.1183 eV
energy relative to the best compared isomer or geometry (same formula, charge and spin) = 0.0 kcal/mol
net charge = +2
expectation value of S² = 0.756
LUMO level (alpha / beta) = -0.2701 / -0.3547 Ha
multiplicity = 2

=====

What is the electronic energy in the third record? -168032.1183 eV

=====

net charge of number 3 (C28H45BrCuN2OP2)? +2

=====

What is the electronic energy in the second record? -124094.1239 eV